A 2-piece molecular cluster, C3H9OPS overall at a distorted geometry, computed with ωB97M-V with the def2-TZVPD basis set.

Its max |F| is 0.0708 Eh/bohr. Its multiplicity is 1. Its energy relative to the best compared isomer or geometry (same formula, charge and spin) is 102.0 kcal per mole. The charge is 0. The HOMO energy (alpha / beta) is -7.7 / -7.3 eV.

Last column: natural (NBO) charge in e.
CARTESIAN COORDINATES (ANGSTROEM)
C: 0.2979 0.8168 2.7392  -0.6858
C: -1.5160 0.6253 -2.6830  -0.7131
C: 1.2050 0.2794 1.7124  -0.3080
O: 1.1001 -2.5335 -0.8744  -1.0176
P: -0.0592 -1.3730 -0.6814  0.7296
S: 0.1555 -0.0192 -2.3735  -0.1587
H: 0.7851 0.9953 3.6358  0.2171
H: -0.1427 1.7180 2.3075  0.2059
H: -0.5412 0.0681 2.9692  0.2114
H: -1.7086 0.6491 -3.7215  0.2242
H: -1.6173 1.6200 -2.2918  0.2155
H: -2.2668 0.1010 -2.2654  0.2160
H: 1.6525 -0.6808 2.0783  0.1777
H: 1.5874 0.9391 0.9712  0.1839
H: 1.0683 -3.2056 -1.5227  0.5019

A single C6H9N molecule at a distorted geometry, computed with ωB97M-V with the def2-TZVPD basis set.

Its max |F| is 0.0549 Eh/bohr. Its multiplicity is 1. Its energy relative to the best compared isomer or geometry (same formula, charge and spin) is 99.0 kcal per mole. The charge is 0. As for the SMILES: CC#CC[C@H]1CN1. The HOMO energy is -9.3 eV.

Last column: natural (NBO) charge in e.
CARTESIAN COORDINATES (ANGSTROEM)
C: 2.6567 0.5195 2.2209  -0.6814
C: 1.6445 -0.0448 1.3333  0.0059
C: 0.8119 -0.5082 0.5980  -0.0358
C: -0.2230 -1.0259 -0.2894  -0.4721
C: -1.4902 -0.1851 -0.2989  -0.0763
C: -1.4860 0.9239 -1.2605  -0.3363
N: -2.2028 -0.4834 -1.5076  -0.5624
H: 2.1921 0.9599 3.1083  0.2335
H: 3.2248 1.3033 1.7105  0.2332
H: 3.3593 -0.2516 2.5510  0.2335
H: -0.5111 -2.0447 -0.0030  0.2391
H: 0.1482 -1.0976 -1.3219  0.2420
H: -2.0277 -0.1423 0.6398  0.2016
H: -0.5525 1.0675 -1.7930  0.1965
H: -2.3663 1.2596 -1.7652  0.2466
H: -3.1921 -0.2841 -1.2851  0.3323

A single C5H8N2O molecule at a distorted geometry, computed with ωB97M-V with the def2-TZVPD basis set.

Its max |F| is 0.1037 Eh/bohr. Its multiplicity is 1. Its energy relative to the best compared isomer or geometry (same formula, charge and spin) is 79.6 kcal per mole. The charge is 0. As for the SMILES: C=C1C(C)=NN[C@H]1O. The HOMO energy is -8.5 eV.

Last column: natural (NBO) charge in e.
CARTESIAN COORDINATES (ANGSTROEM)
C: 0.5147 -0.1993 0.2630  -0.0660
C: -0.5926 0.5480 -0.3801  0.1397
C: 1.6706 -0.7319 -0.1839  -0.4138
C: 0.0781 0.0235 1.9784  0.2383
C: -0.6850 0.9427 -1.8923  -0.6528
N: -1.3553 1.0438 0.5366  -0.2215
N: -1.1709 0.6019 1.8120  -0.4656
O: 0.1744 -1.2445 2.6042  -0.7236
H: 2.4107 -1.2532 0.4717  0.2156
H: 1.9718 -0.9488 -1.2564  0.2081
H: 0.8024 0.5866 2.5059  0.1812
H: -0.9348 -0.0065 -2.5796  0.2163
H: 0.2921 1.1711 -2.3230  0.2346
H: -1.5870 1.5513 -1.9973  0.2467
H: -1.4482 1.4080 2.3456  0.3856
H: -0.3724 -1.9241 2.3342  0.4772

C36H45BiN2O6SSe as an isolated structure, computed with ωB97M-V with the def2-TZVPD basis set.

Its max |F| is 0.0050 Eh/bohr. Its multiplicity is 1. Its energy relative to the best compared isomer or geometry (same formula, charge and spin) is 5.0 kcal per mole. The charge is -2. The HOMO energy is -2.5 eV.

Last column: Mulliken charge in e.
CARTESIAN COORDINATES (ANGSTROEM)
Bi: 2.3673 -0.0286 -1.4332  1.8477
C: -5.7795 -0.8956 -2.0019  -1.7215
C: -4.9989 -0.3481 -0.7991  2.0916
C: -5.3794 1.1210 -0.6156  -2.1981
C: -5.4237 -1.1112 0.4635  -1.6170
C: -3.4990 -0.5260 -1.0252  -0.6083
C: -2.5981 0.5204 -1.0171  -0.1683
C: -1.2393 0.2994 -1.2133  -0.2123
Se: -0.0239 1.7708 -1.1469  -0.0496
C: 0.1585 1.8713 0.7626  -0.6544
C: -0.6016 2.8163 1.4352  -0.1842
C: -0.5665 2.9157 2.8174  -0.2823
C: 0.3096 2.0513 3.4755  -0.1218
C: 1.1103 1.1086 2.8502  -0.5696
C: 0.9920 0.9378 1.4336  1.2871
O: 1.5800 -0.0337 0.8146  -0.6833
C: 2.0361 0.2637 3.7453  2.2346
C: 1.1722 -0.6577 4.6202  -1.6263
C: 3.0538 -0.6132 3.0056  -1.8877
C: 2.8553 1.1956 4.6570  -1.8136
C: -1.4207 3.8954 3.6183  1.9697
C: -2.3033 3.1247 4.6107  -1.6681
C: -0.5178 4.8594 4.4008  -1.6613
C: -2.3364 4.7245 2.7180  -2.0540
C: -0.7127 -0.9821 -1.4411  1.0390
O: 0.5540 -1.2253 -1.6511  -0.7068
C: -1.6338 -2.0776 -1.4330  -0.4967
C: -2.9744 -1.8087 -1.2341  0.0505
C: -1.1197 -3.5078 -1.6120  2.4048
C: -0.1554 -3.8597 -0.4688  -1.3536
C: -2.2576 -4.5338 -1.5782  -2.4792
C: -0.4086 -3.6580 -2.9657  -1.5970
H: -6.8564 -0.7633 -1.8556  0.4724
H: -5.5862 -1.9591 -2.1492  0.2968
H: -5.4868 -0.3753 -2.9158  0.3538
H: -6.4605 1.2072 -0.4758  0.4448
H: -5.1019 1.7173 -1.4868  0.3875
H: -4.8911 1.5538 0.2597  0.3568
H: -6.4949 -0.9841 0.6516  0.4651
H: -4.8724 -0.7462 1.3319  0.3314
H: -5.2204 -2.1788 0.3662  0.3079
H: -2.9246 1.5388 -0.8494  0.3939
H: -1.2302 3.4714 0.8459  0.4462
H: 0.3693 2.1234 4.5569  0.1173
H: 0.5865 -1.3329 3.9937  0.2966
H: 0.4788 -0.0853 5.2410  0.2896
H: 1.8047 -1.2622 5.2784  0.4540
H: 2.5807 -1.3826 2.4038  0.1638
H: 3.6948 -1.0888 3.7563  0.5101
H: 3.6865 -0.0262 2.3401  0.4101
H: 2.2303 1.7993 5.3164  0.3248
H: 3.4640 1.8740 4.0563  0.3796
H: 3.5248 0.6013 5.2857  0.4625
H: -1.6989 2.5583 5.3208  0.3059
H: -2.9441 2.4166 4.0818  0.3202
H: -2.9383 3.8131 5.1781  0.4781
H: 0.1216 4.3192 5.1010  0.2945
H: -1.1171 5.5764 4.9718  0.4646
H: 0.1305 5.4136 3.7196  0.3343
H: -3.0080 4.0886 2.1380  0.2815
H: -1.7640 5.3367 2.0187  0.3728
H: -2.9475 5.3936 3.3303  0.4412
H: -3.6664 -2.6413 -1.2300  0.2833
H: -0.6710 -3.7848 0.4934  0.2938
H: 0.7094 -3.2032 -0.4554  0.0469
H: 0.2026 -4.8859 -0.5917  0.4545
H: -2.7936 -4.5216 -0.6255  0.3760
H: -1.8311 -5.5313 -1.7073  0.4734
H: -2.9796 -4.3732 -2.3837  0.3837
H: 0.4495 -2.9963 -3.0420  0.1423
H: -1.1010 -3.4333 -3.7823  0.3332
H: -0.0586 -4.6879 -3.0836  0.4447
O: 2.3970 1.3059 -5.5222  -0.7292
C: 2.5738 1.1392 -4.3250  0.8388
O: 2.1488 0.1032 -3.6621  -0.8575
C: 3.3702 2.1825 -3.4765  0.1336
O: 4.4774 2.5600 -3.9300  -0.8221
O: 2.8261 2.5120 -2.4007  -0.5812
S: 5.8196 -0.0222 -1.5796  -0.3613
C: 5.7059 -0.6974 -3.1284  0.2410
N: 5.4342 0.0984 -4.1994  0.0433
C: 5.2285 -0.3509 -5.4530  -0.1664
C: 5.3524 -1.6743 -5.7486  -0.7922
C: 5.6649 -2.5494 -4.6885  -0.0218
C: 5.8417 -2.0812 -3.4199  -0.7168
H: 5.2073 1.1105 -4.0370  0.3466
H: 4.9289 0.4105 -6.1597  0.4511
H: 5.1646 -2.0291 -6.7507  0.3786
H: 5.7266 -3.6157 -4.8705  0.3410
H: 6.0184 -2.7469 -2.5900  0.3521
N: 3.4067 -3.4665 -1.6491  -0.8109
C: 3.0785 -2.3565 -1.6047  0.0335

C21H31F5MoP2S as an isolated structure at a distorted geometry, computed with ωB97M-V with the def2-TZVPD basis set.

Its max |F| is 0.0795 Eh/bohr. Its multiplicity is 3. The expectation value of S² is 2.109. Its energy relative to the best compared isomer or geometry (same formula, charge and spin) is 16.8 kcal per mole. The charge is +2. The HOMO energy (alpha / beta) is -12.4 / -12.4 eV.

Last column: natural (NBO) charge in e.
CARTESIAN COORDINATES (ANGSTROEM)
P: -0.2725 -1.9366 -2.4876  1.5519
P: 0.0479 1.9548 -2.4985  0.9087
C: -0.6116 -0.5875 -3.7344  -0.7157
C: 0.2739 0.6824 -3.8047  -0.7619
H: -1.6792 -0.3073 -3.6579  0.2596
H: -0.4918 -1.1194 -4.6892  0.2831
H: 1.3390 0.4178 -3.8318  0.2352
H: 0.0326 1.2479 -4.7096  0.2557
C: -1.3589 2.9399 -3.1031  -0.9569
H: -1.7085 3.6112 -2.3131  0.2620
H: -2.1906 2.3093 -3.4432  0.2447
H: -0.9596 3.5324 -3.9401  0.2485
C: 1.4722 3.0214 -2.7569  -0.9640
H: 1.2069 3.6063 -3.6430  0.2361
H: 2.3832 2.4277 -2.9276  0.2475
H: 1.5861 3.6664 -1.8771  0.2469
C: -1.6267 -3.0891 -2.9055  -0.9598
H: -1.7432 -3.9081 -2.1805  0.2779
H: -1.3458 -3.5441 -3.8782  0.2923
H: -2.6044 -2.5923 -3.0495  0.2810
C: 1.1674 -2.8548 -3.0610  -0.9767
H: 1.9654 -2.1426 -3.3059  0.2696
H: 0.8557 -3.4235 -3.9482  0.2632
H: 1.5098 -3.5590 -2.2914  0.2613
Mo: 0.3650 -1.3187 1.6675  1.0495
C: 0.3218 2.1302 0.0815  -0.1464
C: -1.0185 1.9230 -0.0852  -0.2041
C: -1.5720 0.6715 -0.7401  -0.5369
C: -1.8757 -0.6512 -0.0075  -0.4729
C: -0.8129 -1.7265 -0.1177  -0.4140
C: 0.5984 -1.5005 -0.7551  -0.5170
C: 1.3913 -0.1765 -0.6861  -0.5086
C: 1.2513 0.9155 0.3906  -0.3932
C: 2.1096 -1.9589 2.5608  -0.8965
H: 0.7174 3.1318 0.2610  0.2446
H: -1.7803 2.6009 0.2941  0.2464
H: -0.8728 0.3188 -1.5419  0.2284
H: -2.5047 0.9646 -1.2371  0.2514
H: -2.1644 -0.3865 1.0254  0.2779
H: -2.7716 -1.1176 -0.4608  0.2582
H: -1.2210 -2.7198 -0.2320  0.2484
H: 1.3302 -2.3165 -0.5802  0.2797
H: 1.2214 0.3160 -1.6782  0.2724
H: 2.4642 -0.4367 -0.7433  0.2621
H: 1.1123 0.4665 1.4442  0.1714
H: 2.2595 1.3823 0.4358  0.2835
H: 2.6130 -1.1650 3.1206  0.2588
H: 2.7995 -2.4952 1.8971  0.2461
H: 1.6563 -2.6900 3.2779  0.2383
F: 0.8053 0.7527 8.4000  -0.2556
C: 0.2986 0.6012 7.1644  0.3146
C: 0.9826 1.1479 6.0723  0.3185
F: 2.1417 1.8179 6.2304  -0.2731
C: 0.4455 1.0010 4.8091  0.3220
F: 0.9882 1.6862 3.7709  -0.3026
C: -0.6888 0.2026 4.6267  -0.3357
S: -1.1241 -0.2796 3.0058  0.0729
C: -1.4591 -0.2129 5.7346  0.3698
F: -2.7127 -0.6888 5.5480  -0.2739
C: -0.9357 -0.0474 7.0019  0.2847
F: -1.6058 -0.4953 8.0823  -0.2595

A single C3H6O2 molecule at a distorted geometry, computed with ωB97M-V with the def2-TZVPD basis set.

Its max |F| is 0.0867 Eh/bohr. Its multiplicity is 1. Its energy relative to the best compared isomer or geometry (same formula, charge and spin) is 77.4 kcal per mole. The charge is 0. As for the SMILES: COCC=O. The HOMO energy is -9.6 eV.

Last column: natural (NBO) charge in e.
CARTESIAN COORDINATES (ANGSTROEM)
C: -1.1685 -0.7179 0.0800  -0.2706
C: 0.2368 1.0073 -0.1227  -0.1975
C: 1.5017 0.1590 -0.0707  0.3802
H: -1.9131 -1.5881 -0.4601  0.1896
H: -1.5914 -0.2633 1.0584  0.1436
H: -0.2228 -1.2128 0.1992  0.2055
H: 0.4784 1.7825 -0.7889  0.2209
H: -0.2812 1.1534 0.8703  0.2196
H: 2.4175 0.4046 0.4386  0.1469
O: -0.8658 0.2988 -0.7615  -0.5242
O: 1.4085 -1.0235 -0.4427  -0.5141